ORCA calculation (ωB97M-V/def2-TZVPD) on a structure of composition C26H31N5O6SeSn.

energy relative to the best compared isomer or geometry (same formula, charge and spin): 118.42 kJ/mol
Kohn-Sham gap: 0.2412 Ha
energy: -118358.9709 eV
total charge: +2

Geometry as XYZ:
```
70
Properties=species:S:1:pos:R:3:nbo_charge:R:1
Sn -0.877 0.074 -0.426 2.0801
C 0.718 2.927 -1.281 -0.2548
O -0.482 2.322 -0.720 -0.5993
C -1.151 3.227 0.180 -0.0990
C -2.562 2.737 0.160 -0.0933
O -2.552 1.347 0.540 -0.5748
C -2.936 1.039 1.907 -0.0892
C -1.738 0.691 2.742 -0.1034
O -1.128 -0.396 2.052 -0.5901
C -0.433 -1.315 2.920 -0.2488
H 0.411 3.855 -1.759 0.2129
H 1.122 2.244 -2.013 0.2246
H 1.433 3.105 -0.481 0.2119
H -1.082 4.242 -0.212 0.2324
H -0.671 3.189 1.161 0.2078
H -2.920 2.764 -0.871 0.2297
H -3.260 3.298 0.779 0.2333
H -3.579 0.163 1.825 0.2276
H -3.521 1.863 2.311 0.2269
H -2.075 0.393 3.737 0.2281
H -1.022 1.512 2.854 0.1960
H -1.166 -1.793 3.571 0.2023
H 0.317 -0.785 3.504 0.2006
H 0.046 -2.055 2.286 0.2194
C -6.895 0.623 -1.072 -0.1712
C -6.741 -0.456 -0.211 -0.1914
C -5.493 -1.025 -0.018 -0.2213
C -4.398 -0.489 -0.688 0.1412
C -4.544 0.584 -1.559 -0.2457
C -5.798 1.137 -1.753 -0.1908
N -3.082 -1.034 -0.525 -0.2239
N -3.031 -2.232 -0.234 -0.0713
C -1.721 -2.776 -0.158 0.0049
C -1.635 -4.149 0.031 -0.1444
C -0.386 -4.752 0.032 -0.1839
C 0.754 -3.990 -0.177 -0.1889
C 0.663 -2.609 -0.359 -0.1561
C -0.579 -2.012 -0.338 -0.4870
H -7.875 1.055 -1.224 0.2388
H -7.600 -0.863 0.306 0.2391
H -5.362 -1.871 0.642 0.2383
H -3.689 0.936 -2.125 0.2271
H -5.927 1.958 -2.446 0.2331
H -2.546 -4.721 0.150 0.2505
H -0.303 -5.820 0.180 0.2456
H 1.725 -4.467 -0.195 0.2375
H 1.557 -2.023 -0.528 0.2193
O 0.608 0.143 -2.186 -0.5598
N -0.339 0.217 -3.039 0.7302
O -0.193 0.324 -4.197 -0.2403
O -1.514 0.165 -2.480 -0.5816
C 3.696 0.945 -1.824 -0.4254
N 4.166 0.496 -0.528 -0.3317
C 3.446 0.237 0.570 0.3080
Se 1.633 0.450 1.060 -0.2293
N 4.288 -0.194 1.525 -0.5254
C 5.597 -0.199 1.054 0.1708
C 6.803 -0.535 1.649 -0.2325
C 7.931 -0.402 0.860 -0.1738
C 7.856 0.049 -0.465 -0.1799
C 6.649 0.379 -1.054 -0.2102
C 5.519 0.240 -0.261 0.0852
H 2.656 0.668 -1.942 0.2479
H 4.273 0.442 -2.597 0.2374
H 3.828 2.022 -1.927 0.2208
H 3.982 -0.444 2.452 0.4452
H 6.864 -0.883 2.670 0.2411
H 8.897 -0.650 1.277 0.2427
H 8.765 0.146 -1.041 0.2422
H 6.600 0.730 -2.075 0.2379
```

ORCA calculation (ωB97M-V/def2-TZVPD) on a structure of composition C26H32AgF6N2O3PS2.

2S+1: 2
energy relative to the best compared isomer or geometry (same formula, charge and spin): 135.85 kJ/mol
Kohn-Sham gap (spin up / spin down): 0.2792 / 0.1425 Ha
energy: -87865.1219 eV
total charge: +1

Geometry as XYZ:
```
73
Properties=species:S:1:pos:R:3:mulliken_charge:R:1
Ag -0.025 1.297 -0.678 1.3604
O 2.019 0.500 -0.857 -0.6603
S 3.517 0.631 -0.828 0.0563
C 3.830 2.252 0.009 0.0363
C 3.979 2.112 1.516 -1.3620
C 2.801 1.444 2.232 0.1778
C 1.503 2.258 2.191 -0.5455
S -0.429 0.585 2.858 0.1522
O 0.386 1.472 1.737 0.2515
C 0.471 -0.949 2.843 0.7374
C 0.789 -1.567 1.640 -0.1701
C 1.545 -2.726 1.653 -0.6547
C 1.965 -3.272 2.860 -0.5798
C 1.626 -2.662 4.059 -0.6239
C 0.878 -1.498 4.053 -0.5380
C 4.022 1.132 -2.491 0.6395
C 5.235 0.662 -2.973 -0.4840
C 5.646 1.029 -4.243 -0.5765
C 4.857 1.873 -5.012 -0.4406
C 3.640 2.322 -4.529 -0.7851
C 3.214 1.942 -3.269 -0.4010
H 2.995 2.891 -0.276 -0.2274
H 4.754 2.645 -0.410 0.6782
H 4.125 3.112 1.931 0.3978
H 4.878 1.528 1.726 0.3804
H 3.096 1.268 3.267 0.4631
H 2.615 0.471 1.771 -0.1102
H 1.562 3.081 1.479 0.2185
H 1.256 2.687 3.166 0.4370
H 0.467 -1.125 0.699 0.2109
H 1.802 -3.203 0.719 0.5620
H 2.555 -4.176 2.862 0.4575
H 1.954 -3.087 4.996 0.4295
H 0.631 -1.000 4.976 0.4903
H 5.849 0.025 -2.352 0.4201
H 6.579 0.651 -4.636 0.3937
H 5.186 2.175 -5.994 0.4008
H 3.014 2.970 -5.122 0.4604
H 2.270 2.285 -2.896 0.4397
C -2.295 -3.953 0.267 -1.0463
C -3.367 -3.162 1.015 -0.8120
N -4.544 -2.943 0.207 0.2101
C -5.416 -4.084 -0.052 -0.7735
C -5.408 -4.497 -1.519 -1.1055
C -4.974 -1.753 -0.242 0.3906
O -6.033 -1.604 -0.821 -0.6160
C -4.141 -0.518 -0.007 0.2870
C -4.790 0.581 0.554 -0.4133
C -4.122 1.789 0.625 -1.0036
C -2.833 1.867 0.123 -0.1229
N -2.197 0.813 -0.382 -0.1067
C -2.839 -0.355 -0.462 -0.3778
H -1.414 -4.055 0.895 0.3675
H -2.015 -3.451 -0.655 0.2355
H -2.656 -4.947 0.019 0.4214
H -2.971 -2.199 1.344 0.4716
H -3.667 -3.723 1.906 0.3189
H -6.436 -3.798 0.227 0.3949
H -5.091 -4.908 0.583 0.4310
H -5.784 -3.684 -2.134 0.3279
H -6.059 -5.356 -1.649 0.3829
H -4.407 -4.760 -1.851 0.2850
H -5.806 0.474 0.904 0.5403
H -4.591 2.671 1.028 0.4882
H -2.310 2.811 0.106 0.4600
H -2.304 -1.172 -0.928 0.4580
F 0.760 3.222 -1.855 -0.5302
P 0.191 4.641 -1.133 1.3202
F -0.367 5.901 -0.371 -0.3561
F 0.674 5.450 -2.397 -0.3345
F -1.241 4.277 -1.767 -0.3931
F 1.642 4.749 -0.420 -0.3894
F -0.250 3.647 0.165 -0.5028
```

ORCA calculation (ωB97M-V/def2-TZVPD) on a cluster of 2 separate species, C26H32B2Cl4NO3S in total.

energy relative to the best compared isomer or geometry (same formula, charge and spin): 318.10 kJ/mol
Kohn-Sham gap: 0.1476 Ha
energy: -97394.6083 eV
total charge: -1

Geometry as XYZ:
```
69
Properties=species:S:1:pos:R:3:mulliken_charge:R:1
Cl 3.631 0.855 0.798 -0.4113
B 2.659 -0.692 0.680 1.0537
Cl 1.772 -0.655 -0.930 -0.3452
Cl 3.648 -2.249 0.877 -0.3628
O 1.682 -0.558 1.882 -0.6017
C 0.655 -1.287 2.158 -1.5969
C -0.518 -1.185 1.290 1.1438
C -1.309 -2.328 1.163 -0.3445
C -2.347 -2.358 0.236 -0.8220
C -2.609 -1.215 -0.528 0.4166
Cl -3.880 -1.268 -1.688 -0.2710
C -1.928 -0.004 -0.291 -1.1355
C -0.839 0.011 0.598 -0.1238
H 0.804 -2.234 2.706 0.4945
H -1.129 -3.145 1.849 0.3935
H -2.945 -3.258 0.136 0.3763
H -2.238 0.891 -0.815 0.4100
H -0.193 0.883 0.734 0.7547
C 0.751 -0.437 9.780 -1.3515
C 0.795 -0.840 8.362 0.7858
C 0.505 -2.089 7.833 -0.9050
C 0.557 -2.110 6.431 -1.0423
C 0.973 -0.879 5.812 0.3913
B 0.318 -0.259 4.286 1.0542
C 1.957 -0.570 4.665 1.0074
C 2.839 0.597 4.491 -1.1384
C 4.169 0.464 4.204 -0.7411
C 4.758 -0.821 4.027 1.2391
N 5.956 -0.975 3.423 0.1539
C 6.468 -2.314 3.145 -0.9657
C 6.597 0.132 2.737 -0.8598
C 3.981 -1.962 4.372 -0.9398
C 2.646 -1.821 4.502 -0.4508
O -0.757 -1.071 3.947 -0.0035
C -1.901 -0.317 4.421 1.8340
C -3.064 -0.504 3.497 -2.0658
C -2.327 -0.940 5.725 -2.2069
C -1.404 1.198 4.552 1.8021
C -1.959 2.158 3.511 -1.9346
C -1.731 1.761 5.916 -1.9735
O 0.033 1.091 4.350 -0.3802
S 1.113 0.305 7.104 -0.3462
H 0.798 -1.363 10.359 0.3667
H 1.582 0.232 10.036 0.3356
H -0.198 0.073 9.997 0.2420
H 0.313 -2.987 8.464 0.2830
H 0.400 -3.024 5.876 0.6082
H 2.447 1.605 4.543 0.2415
H 4.785 1.348 4.041 0.1679
H 6.464 -2.921 4.063 0.3269
H 5.854 -2.820 2.375 0.2686
H 7.505 -2.222 2.798 0.2851
H 6.032 0.439 1.837 0.2019
H 6.647 0.988 3.420 0.3107
H 7.614 -0.168 2.471 0.3261
H 4.419 -2.969 4.339 0.1568
H 2.053 -2.715 4.618 0.1564
H -3.945 -0.092 3.997 0.5193
H -2.912 0.022 2.554 0.3744
H -3.218 -1.574 3.321 0.4002
H -3.344 -0.591 5.914 0.5638
H -2.321 -2.028 5.603 0.3628
H -1.674 -0.704 6.567 0.3351
H -3.064 2.159 3.551 0.3341
H -1.646 3.171 3.793 0.5594
H -1.619 1.953 2.490 0.1606
H -2.819 1.760 6.012 0.3776
H -1.262 1.224 6.742 0.2694
H -1.400 2.800 5.980 0.4745
```